Record 1
DFT (ωB97M-V with the def2-TZVPD basis set) results for a molecular structure, C20H25As2N2O2RuS2.

```
54
Properties=species:S:1:pos:R:3
Ru 0.91655 0.99317 -1.41648
As -0.56407 0.10475 1.75714
As -1.11690 1.99919 -1.49819
S 1.33292 0.78390 -3.81061
S 2.92857 -1.73802 -3.85628
O 0.65322 -0.21376 0.42666
O 0.85462 -4.41754 0.03819
N 1.11426 -0.86567 -1.96065
N 1.39826 -1.85785 -1.04973
C 2.97199 0.89902 -4.60523
C -2.34232 1.82383 -0.04025
C -4.18354 1.87486 2.06240
C 1.14800 -1.53955 0.15544
C 0.42899 1.16128 3.01065
C -2.06807 1.13621 1.14532
C -4.47163 2.52542 0.87691
C 3.20826 -0.49404 -5.17685
C 1.88346 -2.64310 3.63928
C -2.09041 2.41623 -3.09885
C 1.27610 -4.58291 2.32442
C -2.99080 1.17570 2.19130
C -3.55256 2.49879 -0.16441
C 1.72202 -0.80343 -3.11240
C 1.75233 -1.84786 2.53087
C 1.61822 -4.01726 3.53162
C 0.16410 3.39650 -1.04896
C 1.36960 -2.40121 1.28920
C -1.31568 -1.53768 2.41725
C 1.18024 -3.79564 1.17512
H 2.01876 -0.79852 2.59174
H -2.55884 3.39440 -2.99808
H -1.38074 2.44110 -3.92315
H 1.45867 1.24524 2.66692
H 0.40238 0.67599 3.98572
H -2.39663 -1.44609 2.33438
H -0.96087 -2.37933 1.83065
H 4.24505 -0.60700 -5.49336
H -0.99885 -1.66404 3.45169
H -2.80738 0.66095 3.13112
H 1.19303 2.94792 -0.91780
H -3.79242 3.02389 -1.07954
H 2.55291 -0.72290 -6.01569
H -4.88362 1.89436 2.88664
H 1.71042 -4.64955 4.40476
H -0.03279 2.14515 3.06771
H 1.10067 -5.64586 2.22492
H 1.06582 -3.88136 -0.73802
H -2.84419 1.65136 -3.27602
H 3.72279 1.19239 -3.87440
H -0.03562 3.87628 -0.09328
H 2.21756 -2.22545 4.57874
H 0.27999 4.13322 -1.84014
H 2.90305 1.64542 -5.39592
H -5.40488 3.05910 0.75752
```

Net charge: +3
Orbital gap: 0.256 Eh
E_LUMO: -0.35981 hartree
Highest occupied orbital energy: -16.763 eV


Record 2
DFT (ωB97M-V with the def2-TZVPD basis set) results for a molecular structure, C20H25B2FN6O16S2.

```
72
Properties=species:S:1:pos:R:3
S 1.21794 -1.24110 4.26647
S -4.81427 2.84783 0.78464
F 0.84173 -2.62819 3.74215
O 1.95642 2.44667 0.30940
O -0.14802 -3.64852 -5.31469
O 1.91918 -3.11362 -6.29263
O -6.44164 0.65739 0.66008
O 1.43542 -2.30022 -4.04135
O 2.61618 -1.06049 4.15258
O -1.38518 -3.63098 -7.19526
O -0.01219 3.34882 -2.38277
O 0.77975 4.37868 0.19484
O 2.32339 -2.10377 -1.98710
O 0.59160 1.79289 4.63584
O 1.21082 -2.95908 -8.42457
O -1.55022 0.89255 4.07871
O 0.56464 -1.05154 5.51324
O 1.88368 -4.59678 -4.35094
O 2.88461 -4.94281 -2.36062
N 2.00640 1.07428 2.21176
N 0.12000 -2.32822 -0.05030
N -5.79540 1.22719 2.68900
N -6.59548 0.09407 2.78822
N 0.38671 -0.28048 3.19964
N 0.83200 -0.26024 0.78459
C 2.46352 -3.56440 0.91660
C -0.34383 -3.50831 -6.62508
C -1.71695 0.10187 0.67994
C 1.09348 0.18465 2.04284
C -0.33010 0.33211 0.09400
C -2.73458 1.10215 0.08795
C -3.16785 2.14391 1.12362
C 0.40058 -3.60568 -0.28637
C 1.00977 -3.15807 -7.26531
C -5.73609 1.51188 1.42461
C 1.04196 -1.67957 0.62824
C 2.77128 1.63724 1.06991
C 2.21918 -2.21775 1.12351
C 1.87334 3.79551 0.77338
C 1.16329 4.11706 -2.20777
C 1.01575 5.05618 -1.03533
C 2.34274 -4.24284 -3.17202
C 2.04991 -2.74480 -2.96988
C -6.95453 -0.18984 1.57655
C 1.52651 -4.26723 0.18002
B 1.26969 -3.41551 -5.01331
B -0.21837 0.84179 4.04534
H 1.71532 3.81794 1.85405
H 1.85851 5.74576 -0.96696
H 2.79709 4.33301 0.54061
H -0.32767 0.00103 -0.93735
H -2.46365 2.97126 1.13897
H 3.35805 -4.05081 1.26486
H 1.37165 4.68255 -3.11093
H 1.67142 -5.30221 -0.07172
H 2.95458 -1.60752 1.62494
H -7.59125 -1.00810 1.30485
H -0.15537 1.40942 0.05186
H 2.00964 3.44464 -2.06184
H 2.21515 1.42551 3.14099
H -0.30368 -4.14357 -0.90291
H 3.16979 0.82578 0.47601
H 3.60337 2.19183 1.50448
H 0.84785 1.55888 5.53550
H -1.86326 1.61029 4.64219
H 0.12925 5.65832 -1.21036
H -1.75098 0.12788 1.76317
H 0.10596 2.53352 -1.89366
H -2.03958 -0.89568 0.39837
H -3.61341 0.53753 -0.20153
H -3.24027 1.70613 2.11048
H -2.32527 1.58189 -0.79651
```

Net charge: 0
Orbital gap: 0.230 Eh
E_LUMO: -0.09457 hartree
Highest occupied orbital energy: -8.834 eV


Record 3
DFT (ωB97M-V with the def2-TZVPD basis set) results for a molecular structure, C20H25BF4N2PtSi.

```
54
Properties=species:S:1:pos:R:3
Pt 0.27742 -2.58774 -1.09084
Si -0.14984 -0.57163 1.04963
F -2.87764 -1.10679 -0.07606
F -3.85244 -1.73863 -2.09786
F -1.54943 -2.05324 -1.82018
F -3.09753 -3.37864 -0.58332
N -0.77430 0.89555 -1.40212
N 2.50392 -3.85584 -2.92288
C 1.73258 -3.29234 -2.29559
C -1.60310 0.76059 5.19542
C -0.99996 0.97877 -0.11680
C 0.55057 1.80833 -3.26997
C -2.53619 0.41246 4.21503
C 0.54936 1.07265 -1.91798
C 3.67231 0.98866 0.94844
C -0.70828 -0.05313 2.69841
C 1.66279 -0.36548 0.90233
C -0.22858 0.70502 4.93235
C -1.82733 0.83118 -2.35394
C 2.29210 0.88402 1.01772
C -0.51155 2.90965 -3.18537
C 4.44944 -0.15997 0.76398
C 0.22884 0.29313 3.69144
C -0.58286 -2.36257 0.77278
C -2.09729 -0.00917 2.97190
C 3.84377 -1.40907 0.65036
C 2.45913 -1.51301 0.71989
C -1.89382 2.27946 -3.04009
B -3.00851 -2.11095 -1.09239
H 1.15073 1.57305 -1.16862
H 0.33221 1.13155 -4.09986
H 3.16454 -4.35972 -3.49860
H 0.48725 0.97197 5.70025
H -0.46895 3.53129 -4.07808
H 1.70344 1.79129 1.18942
H -0.29449 3.56005 -2.33088
H 4.45148 -2.30421 0.53185
H 4.15148 1.95953 1.04794
H -2.56538 2.90413 -2.45347
H 0.97134 0.04890 -2.03264
H -2.76522 0.55723 -1.89133
H 1.29824 0.22691 3.51110
H -1.57673 0.10386 -3.12767
H -1.64280 -2.58927 0.66885
H -0.48976 1.82954 0.35279
H 5.53152 -0.07903 0.72358
H 1.55021 2.20919 -3.43116
H 2.00974 -2.50585 0.69950
H -3.59827 0.45564 4.42441
H -0.12247 -3.03276 1.49992
H -2.83233 -0.31343 2.22406
H -1.94645 1.04180 6.18129
H -2.06832 0.94360 0.10196
H -2.35459 2.09351 -4.00888
```

Net charge: +2
Energy relative to the best compared isomer or geometry (same formula, charge and spin): 420.6 kJ/mol
Orbital gap (alpha / beta): 0.170 / 0.170 Eh
E_LUMO (alpha / beta): -0.37857 / -0.37864 hartree
Highest occupied orbital energy (alpha / beta): -14.935 / -14.934 eV


Record 4
DFT (ωB97M-V with the def2-TZVPD basis set) results for a molecular structure, C20H25BF5N2O4Ru.

```
58
Properties=species:S:1:pos:R:3
Ru 1.15371 0.36119 1.14633
F 1.40122 -2.55702 0.37396
F 2.87066 1.85861 4.80739
F 1.43755 1.95441 2.99224
F 3.29819 3.47290 3.10778
F 3.67768 1.28226 2.65138
O -0.24641 -0.05841 2.33345
O -0.57809 -0.53920 4.55641
O 2.65061 0.50711 0.21948
O 3.34374 -0.19325 -0.63640
N 0.19312 -0.24061 -0.41629
N 2.24174 -0.91564 2.38016
C 0.94417 2.88968 -1.91946
C 0.17672 -0.41012 3.57814
C -1.20987 1.73775 -1.10207
C -2.91302 -1.46905 1.55521
C 0.56861 -0.94412 -2.73851
C -2.21504 -0.47859 -0.60843
C 1.88517 -2.87338 -3.25323
C -0.07106 2.74574 -0.74898
C 2.00607 -3.22486 -1.91275
C 0.69812 -1.14575 -1.33611
C -2.94327 -2.90756 -0.42414
C 1.29708 -2.39935 -1.00249
C -3.24488 -0.09199 -1.48855
C 1.60871 -0.96790 3.76547
C 1.16428 -1.75162 -3.71065
C -1.07905 0.34857 -0.66621
C -2.18902 2.00502 -2.00394
C -3.23280 1.08230 -2.21229
C -0.52221 4.15999 -0.49348
C -2.22135 -1.69170 0.25060
B 2.80997 2.16723 3.44790
H 1.55109 -2.05316 4.04989
H -2.46451 -0.57344 2.01674
H -2.28802 2.95690 -2.56594
H 1.33546 1.95481 -2.38635
H 2.65584 -4.05896 -1.62837
H -3.98014 -1.29835 1.37567
H -4.10701 1.31883 -2.79405
H -2.68738 -3.89614 0.05799
H -2.71030 -2.22285 2.31130
H -2.71847 -2.98070 -1.47523
H -1.16388 4.23637 0.37460
H -4.00144 -2.76622 -0.25002
H 0.58992 3.48938 -2.73581
H 0.41079 4.82688 -0.38302
H 1.07204 -1.47701 -4.76161
H 2.30607 -3.69275 -3.87118
H -1.17958 -2.01541 0.38000
H 2.30210 -1.87288 2.06072
H -0.08370 -0.09306 -3.06105
H 2.08120 -0.44206 4.61504
H -4.11921 -0.79503 -1.58113
H -1.09841 4.44372 -1.31160
H 1.81186 3.44380 -1.60127
H 0.56244 2.38521 0.08911
H 3.16225 -0.53051 2.58364
```

⟨S²⟩: 8.784
Net charge: 0
Energy relative to the best compared isomer or geometry (same formula, charge and spin): 258.4 kJ/mol
Spin multiplicity: 6
Orbital gap (alpha / beta): 0.310 / 0.226 Eh
E_LUMO (alpha / beta): -0.01547 / -0.11491 hartree
Highest occupied orbital energy (alpha / beta): -8.848 / -9.283 eV